(1)
C32H42CoN5O4S2 as an isolated structure. Source: the Open Molecules 2025 dataset; level of theory: ωB97M-V/def2-TZVPD.

Geometry as XYZ:
```
86
Properties=species:S:1:pos:R:3:forces:R:3:lowdin_charge:R:1
Co 0.29438 -0.01442 -0.01996 3.2 -0.3 0.8 0.5146
C -3.20452 -0.27299 0.84475 0.0 0.0 0.2 -0.1938
C -2.82943 -1.34671 1.85523 0.1 0.0 -0.1 -0.1609
C -1.34169 -1.41936 2.20183 -0.3 0.1 0.1 -0.2087
N -0.43744 -1.52844 1.06510 0.2 0.6 -0.3 -0.0166
C 0.01569 -2.72899 0.72783 -0.1 -0.1 -0.1 -0.2252
C -0.61524 -3.92309 1.13283 -0.1 0.0 0.0 0.0031
C -0.20741 -5.24329 1.05815 0.1 0.1 0.1 -0.0611
C 1.01982 -5.76632 0.69040 0.2 0.0 -0.1 -0.0929
C 2.08959 -5.04260 0.18334 -0.2 -0.2 0.1 -0.0725
C 2.13486 -3.72580 -0.22468 0.0 0.3 -0.1 -0.0268
C 1.16002 -2.70041 -0.18910 0.0 -0.5 0.0 -0.2359
N 1.25509 -1.56558 -0.85637 -0.1 0.8 0.7 -0.0354
C 2.16999 -1.39974 -1.96889 0.0 0.2 -0.1 -0.1924
C 3.10241 -0.21134 -1.79075 -0.2 0.0 0.0 -0.1531
C 2.36498 1.10360 -1.99266 0.0 -0.3 -0.1 -0.2031
N 1.39779 1.33176 -0.94299 -0.6 -0.3 0.6 -0.0349
C 1.08362 2.56083 -0.58771 0.1 0.2 -0.2 -0.2474
C 1.47177 3.70914 -1.31433 -0.1 -0.1 0.0 -0.0029
C 1.50807 5.03575 -0.92736 0.1 -0.1 0.1 -0.0664
C 1.31414 5.58047 0.33200 0.0 0.1 0.2 -0.0928
C 0.87634 4.89906 1.45998 0.0 0.2 -0.3 -0.0679
C 0.33714 3.63194 1.55080 0.0 -0.4 -0.1 -0.0253
C 0.18355 2.62529 0.56391 -0.1 0.6 0.1 -0.2418
N -0.66049 1.60813 0.67053 0.5 -0.7 -0.1 0.0129
C -1.67871 1.70088 1.71242 -0.3 -0.2 0.2 -0.2048
C -3.06163 1.16430 1.32997 0.1 0.0 -0.2 -0.1605
H -4.25423 -0.41455 0.58188 0.0 0.0 -0.1 0.1282
H -2.64902 -0.42835 -0.07783 -0.2 -0.1 0.0 0.0704
H -3.15950 -2.30945 1.45498 0.0 0.0 0.1 0.1072
H -3.36972 -1.17920 2.79198 0.0 -0.1 0.0 0.1229
H -1.18817 -2.26805 2.87316 0.1 0.0 0.0 0.1213
H -1.04406 -0.53799 2.76148 0.0 -0.1 0.0 0.0746
H -1.61293 -3.78581 1.52771 0.0 0.0 0.0 0.0988
H -0.94112 -5.96687 1.39493 0.0 0.0 0.0 0.1140
H 1.16512 -6.83123 0.81680 0.0 0.0 0.0 0.1030
H 3.01024 -5.59847 0.04402 0.0 0.0 0.0 0.1109
H 3.08741 -3.41248 -0.63448 0.0 0.0 0.0 0.1029
H 1.56688 -1.20911 -2.86461 0.0 -0.1 0.0 0.1240
H 2.74176 -2.30406 -2.16373 -0.1 -0.1 0.0 0.1083
H 3.91231 -0.27862 -2.51881 0.0 0.0 0.0 0.1224
H 3.54677 -0.23255 -0.78952 0.1 0.0 0.0 0.0973
H 1.86397 1.08022 -2.96833 0.0 0.1 0.0 0.1359
H 3.09729 1.91405 -2.00638 -0.1 0.1 0.0 0.1199
H 1.75200 3.51194 -2.34117 0.0 0.0 0.0 0.1090
H 1.80295 5.73214 -1.70402 0.0 0.0 0.0 0.1127
H 1.53008 6.63456 0.45139 0.0 0.0 0.0 0.1023
H 0.89169 5.46314 2.38628 0.0 0.0 0.0 0.1130
H -0.00011 3.33327 2.53563 -0.1 0.1 0.0 0.1101
H -1.84528 2.75407 1.94451 0.1 0.0 -0.1 0.1164
H -1.30991 1.23959 2.63094 0.0 0.1 0.0 0.0966
H -3.47326 1.81611 0.55507 0.0 0.0 0.1 0.1071
H -3.68788 1.29389 2.21778 0.0 0.1 0.0 0.1213
C 3.56669 -1.23462 3.47885 0.0 0.2 0.0 -0.1052
C 2.78629 -1.32020 2.18249 -0.3 0.2 -0.4 -0.3351
S 1.84191 0.20076 1.83281 0.1 -0.2 0.4 0.9505
O 1.06410 0.50593 3.04444 -0.1 0.1 0.1 -0.4312
C 3.23374 1.42114 1.76458 -0.4 0.0 -0.5 -0.3054
C 3.36583 2.18150 3.06876 -0.1 -0.1 0.2 -0.1069
H 3.86967 -2.23473 3.78430 0.0 0.0 0.0 0.0883
H 2.93747 -0.81074 4.26225 0.1 0.0 0.0 0.0829
H 4.46517 -0.62720 3.37503 0.0 0.0 0.0 0.0739
H 2.02254 -2.09495 2.23322 0.0 0.0 0.0 0.0848
H 3.41262 -1.50306 1.30685 0.0 -0.1 0.0 0.0889
H 2.97754 2.09347 0.94659 0.1 0.0 0.0 0.0715
H 4.13205 0.86581 1.49512 0.0 0.0 -0.1 0.0926
H 2.38719 2.51523 3.40787 0.0 0.1 0.0 0.0665
H 3.99618 3.05595 2.91197 0.0 0.0 -0.1 0.0904
H 3.80269 1.57114 3.85626 0.0 0.0 0.0 0.0702
N -0.94872 -0.32177 -1.88739 1.1 0.0 -0.3 0.0923
C -2.14172 -0.13584 -2.62707 -0.8 0.4 -0.2 -0.3059
C -2.44395 -1.03257 -3.64855 0.2 -0.1 0.1 -0.0326
C -3.61728 -0.89076 -4.37356 0.2 0.2 0.2 -0.0492
C -4.47921 0.14943 -4.07203 -0.8 -0.1 -0.5 -0.2529
C -4.18470 1.05716 -3.07271 0.3 0.0 0.0 -0.0450
C -3.00175 0.92533 -2.35966 0.2 0.0 0.1 -0.0444
S -6.10234 0.20725 -4.89357 0.1 -0.3 0.6 0.3934
O -6.89652 -0.58899 -3.96461 0.0 0.1 -0.1 -0.3655
O -5.89260 -0.41294 -6.18599 0.2 -0.1 -0.2 -0.3645
O -6.45618 1.61185 -4.93342 0.1 0.2 0.0 -0.3649
H -0.55789 -1.24130 -2.00599 -0.2 -0.2 0.2 0.0751
H -1.06375 -0.07605 -0.89704 -2.3 -0.3 -0.7 -0.0030
H -1.75498 -1.84671 -3.86288 -0.1 0.0 0.0 0.1056
H -3.88403 -1.57100 -5.17095 0.0 0.0 0.0 0.1142
H -4.88043 1.86071 -2.87021 0.0 0.0 0.0 0.1160
H -2.73160 1.64252 -1.58967 0.0 0.0 0.0 0.0966
```
Positions in Å, forces in eV/Å.

Properties
**Relative energy (zero: lowest compared OMol25 entry of this formula, charge and spin)**: 166.9 kJ/mol
**Net charge**: 0
**LUMO level (alpha / beta)**: -2.6 / -2.5 eV
**Gap between HOMO and LUMO (alpha / beta)**: 4.28 / 4.32 eV

=====

(2)
C32H42F24NiO18 as an isolated structure. Source: the Open Molecules 2025 dataset; level of theory: ωB97M-V/def2-TZVPD.

Geometry as XYZ:
```
117
Properties=species:S:1:pos:R:3:forces:R:3:lowdin_spin:R:1
Ni 1.57602 -1.93962 -0.77665 -0.2 -0.1 -0.8 1.8314
O 0.31998 -0.51073 -0.38137 -0.6 0.9 0.2 0.0244
H -0.42836 0.04062 -0.08048 1.0 -1.0 -0.4 0.0058
O 2.86754 -3.26380 -1.36243 0.6 -0.6 0.4 0.0334
H 3.50691 -3.62535 -2.00665 -1.0 0.8 0.5 0.0067
C -0.28772 -5.55091 1.53204 0.0 0.1 -1.4 0.0000
C -1.33756 -4.45180 1.30451 -0.7 -1.1 1.5 0.0000
O -1.97218 -4.39784 0.00556 0.6 1.1 -1.3 -0.0002
C -1.38199 -3.66883 -0.96993 3.3 -1.1 2.6 0.0017
O -0.24856 -3.21238 -0.84826 -2.6 -0.8 -0.6 0.0191
C -2.17899 -3.63375 -2.25146 -0.6 0.6 -0.5 -0.0001
F -1.44927 -3.92589 -3.30058 0.8 -0.7 -0.5 -0.0001
F -3.23890 -4.43990 -2.23398 0.0 0.1 0.1 0.0000
F -2.57217 -2.37404 -2.43817 -0.7 0.6 0.2 -0.0001
H 0.60475 -5.39820 0.92519 0.1 0.2 0.1 0.0000
H -0.68827 -6.50767 1.19700 -0.2 -0.1 0.2 0.0000
H 0.00438 -5.64429 2.57801 -0.2 0.2 0.0 0.0000
H -1.03396 -3.49714 1.73410 0.1 0.3 -0.8 0.0000
H -2.21229 -4.76047 1.87693 0.1 0.1 0.3 0.0000
C -8.27266 2.03444 -6.46653 -0.3 -0.8 -0.2 0.0000
C -6.96958 1.29220 -6.48343 -0.1 -1.1 -0.6 0.0000
O -6.17460 1.73631 -5.40536 0.1 1.0 0.7 0.0000
C -5.04601 1.14915 -5.12475 1.2 -2.9 -1.8 0.0000
O -4.56253 0.20080 -5.78481 -1.0 3.0 2.5 0.0000
C -4.40070 1.83379 -3.84241 -1.5 -1.2 -2.1 0.0000
F -3.76809 0.90721 -3.16285 0.0 -0.4 1.2 0.0000
F -3.50660 2.68453 -4.27611 0.8 1.3 -0.1 0.0000
F -5.35591 2.47037 -3.14595 0.9 -0.4 0.2 0.0000
H -8.78151 1.70390 -7.37201 -0.1 0.5 -0.2 0.0000
H -8.18347 3.11906 -6.40533 0.0 -0.2 -0.1 0.0000
H -8.89066 1.61815 -5.67101 0.0 0.5 0.3 0.0000
H -6.44436 1.30746 -7.43843 0.3 0.6 0.1 0.0000
H -7.13668 0.22415 -6.34393 -0.2 -0.1 0.2 0.0000
C -0.07134 0.21216 4.00044 -0.2 0.7 0.7 0.0000
C 0.32406 -0.76264 2.91929 -1.7 1.2 -0.9 -0.0001
O 1.11770 -1.82734 3.40105 2.6 -1.9 -0.8 -0.0001
C 1.82797 -2.59454 2.53106 -1.3 1.3 -3.3 0.0028
O 1.75123 -2.60462 1.28069 0.3 0.2 4.3 0.0189
C 2.85149 -3.56049 3.15407 2.0 -1.3 2.3 0.0006
F 2.54221 -4.87147 2.99684 -0.4 1.3 -0.1 -0.0002
F 4.10955 -3.41995 2.69490 -1.0 0.5 -0.9 0.0000
F 3.03297 -3.35857 4.50489 -1.1 0.0 -0.9 0.0004
H -0.05229 -0.15227 5.02753 0.0 -0.3 -0.2 0.0000
H -1.07503 0.59219 3.80989 -0.2 -0.3 0.0 0.0000
H 0.53680 1.11528 3.94909 0.3 -0.2 0.2 0.0000
H 0.74320 -0.10862 2.15466 0.8 -0.9 -0.4 -0.0001
H -0.57285 -1.17574 2.45778 0.1 -0.3 0.0 0.0000
C 2.67083 -1.51472 7.41030 -0.3 0.6 -0.5 0.0000
C 2.21426 -0.22682 6.71924 -0.2 1.2 1.8 0.0000
O 2.72361 0.05601 5.45669 2.1 0.0 -3.1 0.0000
C 4.05659 0.24174 5.18874 -0.5 -1.7 4.4 0.0000
O 4.93466 0.21153 6.05088 -1.9 0.3 -2.4 0.0000
C 4.33653 0.44190 3.71515 -0.1 0.3 -0.1 0.0000
F 5.13973 -0.50419 3.20374 -0.6 0.1 0.2 0.0000
F 3.22025 0.55396 2.97077 0.7 -0.3 0.2 0.0000
F 4.99297 1.58724 3.69513 0.4 0.8 -0.8 0.0000
H 3.58204 -1.31995 7.97588 0.0 -0.3 -0.2 0.0000
H 2.81944 -2.28792 6.65652 0.1 -0.1 0.2 0.0000
H 1.88010 -1.83871 8.08696 0.1 0.0 0.0 0.0000
H 2.45007 0.66375 7.30181 0.4 -0.1 0.6 0.0000
H 1.14093 -0.07684 6.60269 0.0 -0.8 -0.1 0.0000
C -0.00876 1.52535 -3.54294 0.3 -0.5 0.0 0.0001
C -0.44061 0.13244 -3.98539 -0.6 1.4 1.0 0.0000
O 0.63487 -0.51108 -4.67693 0.9 -1.0 -0.9 0.0032
C 1.33763 -1.45380 -4.06192 -1.3 0.7 3.1 0.0055
O 1.08539 -1.81079 -2.90171 0.8 0.6 -3.2 0.0180
C 2.55773 -2.03160 -4.86094 -1.7 0.5 -0.7 0.0000
F 3.66307 -1.83658 -4.19597 0.9 0.1 0.4 0.0000
F 2.34575 -3.31820 -5.03170 0.0 -1.0 0.2 0.0001
F 2.67631 -1.51470 -6.09688 0.0 0.4 0.4 0.0000
H -0.88672 2.03942 -3.15177 0.0 0.0 0.2 0.0000
H 0.28405 2.04310 -4.45634 0.3 0.3 0.2 0.0000
H 0.78142 1.49194 -2.79288 0.0 0.2 -0.1 0.0000
H -1.23928 0.41221 -4.67237 0.0 -1.2 -0.5 0.0000
H -0.80212 -0.45498 -3.14137 0.2 -0.2 -0.2 0.0000
C 1.79629 7.16703 2.11484 0.4 -0.5 -0.2 0.0000
C 0.37265 6.52145 2.05498 2.0 0.6 2.3 0.0000
O 0.27084 5.53688 1.06049 -0.5 -2.0 -1.1 0.0000
C 0.78294 4.26282 1.23558 1.9 2.3 2.4 0.0000
O 1.58156 3.98196 2.14027 -2.8 0.0 -2.9 0.0000
C 0.27488 3.35411 0.06257 0.3 -0.3 -0.5 0.0001
F -0.58401 2.42723 0.52998 0.7 0.4 0.0 0.0006
F -0.42053 4.05196 -0.86743 1.0 -0.5 0.6 0.0000
F 1.34237 2.73551 -0.50948 -1.4 0.8 0.6 0.0001
H 1.97038 7.85731 2.94025 -0.6 0.1 0.0 0.0000
H 2.17831 7.65131 1.21615 -0.7 0.2 -0.3 0.0000
H 2.56620 6.41222 2.27484 -0.3 -0.5 0.1 0.0000
H -0.43168 7.25668 2.07940 0.0 -0.1 -1.3 0.0000
H 0.21273 6.04488 3.02214 0.3 -0.3 0.2 0.0000
C 6.81682 -1.44526 0.65879 0.9 0.0 0.2 0.0000
C 5.54577 -1.65969 -0.10252 -0.4 -0.1 0.5 0.0001
O 5.40802 -0.59337 -1.04723 -1.7 2.2 -1.9 0.0026
C 4.16925 -0.09800 -1.38125 1.0 -2.0 3.1 0.0067
O 3.14488 -0.44234 -0.82759 0.8 0.5 -1.0 0.0170
C 4.14400 1.10649 -2.32825 0.7 -0.1 0.9 0.0005
F 3.35739 0.83788 -3.33601 -0.6 -0.1 -1.2 0.0003
F 3.61984 2.13921 -1.66233 0.2 0.1 0.0 0.0001
F 5.35585 1.44000 -2.76125 -0.1 0.1 -0.2 0.0001
H 7.70067 -1.37550 0.02471 -0.1 0.1 -0.1 0.0000
H 7.00779 -2.25943 1.35790 -0.2 -0.2 -0.1 0.0000
H 6.76337 -0.55632 1.28730 0.0 0.1 -0.2 0.0000
H 4.75664 -1.59262 0.64639 -0.5 -0.4 -0.5 0.0000
H 5.50402 -2.56797 -0.70368 -0.1 -0.1 0.5 0.0002
C -2.67205 0.86033 1.43693 -0.2 -0.7 0.5 0.0002
C -3.13683 0.74253 -0.01131 2.4 0.0 0.9 0.0002
O -4.41946 1.21624 -0.22127 -3.2 1.3 -0.4 0.0000
C -5.53401 0.50634 0.05802 3.4 -4.1 0.7 0.0000
O -5.40520 -0.68211 0.43220 -1.7 3.7 -0.9 0.0000
C -6.85976 1.24822 -0.26217 -0.1 1.0 0.4 0.0000
F -7.56510 0.58757 -1.17784 0.3 0.1 0.2 0.0000
F -7.62294 1.36260 0.85256 0.6 -0.2 -0.7 0.0000
F -6.61518 2.50373 -0.72566 -0.3 -1.1 0.5 0.0000
H -2.77334 1.83829 1.90749 -0.3 0.2 -0.4 0.0000
H -1.60589 0.63616 1.47061 -0.1 -0.2 0.0 0.0002
H -3.18509 0.13266 2.06573 0.0 0.0 0.1 0.0000
H -2.92638 -0.25824 -0.38850 -0.6 -0.1 0.0 0.0000
H -2.45847 1.40867 -0.54440 -0.5 0.1 -0.5 0.0001
```
Positions in Å, forces in eV/Å.

Properties
**Net charge**: 0
**LUMO level (alpha / beta)**: 0.0 / -0.1 eV
**Gap between HOMO and LUMO (alpha / beta)**: 7.96 / 7.79 eV
**Multiplicity**: 3

=====

no.,largest force on an atom (eV Å⁻¹)
1,3.3
2,5.4